Entry 1:
Computed, not measured: a structure of composition C21H38NO8Zn, with ωB97M-V/def2-TZVPD.

Summary:
total charge: -2
spin multiplicity: 2
orbital gap (spin up / spin down): 2.139 / 5.753 eV
lowest unoccupied orbital energy (spin up / spin down): 0.1419 / 0.1621 Eh
electronic energy: -3258.850065 hartree

Last column: Mulliken charge in e.
Cartesian coordinates (Å):
Zn: -8.50 8.71 14.71  -1.11
C: -10.30 11.53 11.59  -1.82
C: -8.74 11.85 11.64  1.91
C: -8.45 13.18 10.94  -1.28
C: -8.80 14.39 11.83  -0.73
C: -8.04 14.25 13.17  -1.42
C: -8.34 12.94 13.93  1.88
N: -8.11 11.83 12.97  -0.13
O: -8.13 10.52 13.59  0.59
C: -9.76 12.96 14.51  -1.46
C: -7.29 12.89 15.12  -1.70
C: -8.07 10.67 10.82  -1.60
H: -10.88 12.45 11.64  0.43
H: -10.49 10.85 12.42  0.10
H: -10.62 11.07 10.66  0.44
H: -9.13 13.33 10.10  0.31
H: -7.41 13.21 10.62  0.43
H: -9.85 14.45 12.10  0.32
H: -8.48 15.28 11.28  0.42
H: -8.26 15.12 13.79  0.50
H: -6.98 14.25 12.92  0.39
H: -9.87 13.94 14.98  0.49
H: -10.00 12.11 15.16  -0.09
H: -10.51 13.01 13.72  0.37
H: -7.49 12.20 15.94  0.16
H: -7.09 13.88 15.51  0.37
H: -6.32 12.49 14.83  0.37
H: -8.20 10.80 9.75  0.56
H: -8.58 9.74 11.09  -0.03
H: -7.00 10.50 10.97  0.31
C: -11.90 9.87 16.99  -0.52
C: -10.65 9.64 16.56  -0.33
C: -9.43 9.98 17.32  0.82
O: -8.28 9.56 16.86  -0.56
C: -9.47 10.59 18.54  -0.78
C: -10.74 10.99 19.15  0.38
C: -12.03 10.54 18.30  0.45
O: -13.11 10.78 18.88  -0.72
O: -10.96 11.68 20.16  -0.71
O: -10.62 9.00 15.42  -0.53
H: -12.71 9.51 16.37  0.42
H: -8.59 10.79 19.12  0.41
C: -5.41 7.99 12.50  -0.77
C: -5.88 7.29 13.72  0.02
O: -6.48 8.26 14.61  -0.18
H: -4.94 7.28 11.83  0.49
H: -4.59 8.70 12.54  0.23
H: -6.28 8.37 11.96  -0.05
H: -5.03 6.83 14.23  0.45
H: -6.52 6.42 13.52  -0.30
H: -5.73 8.70 15.03  0.16
C: -8.67 4.40 15.56  -0.81
C: -7.86 5.60 16.08  -0.33
O: -8.59 6.80 15.78  0.48
H: -9.48 4.22 16.26  0.26
H: -8.01 3.54 15.47  0.49
H: -9.07 4.65 14.58  -0.11
H: -6.85 5.67 15.67  0.07
H: -7.65 5.53 17.15  0.32
H: -9.29 6.77 16.44  0.15
C: -11.07 6.37 13.27  -1.30
C: -10.38 7.55 12.60  0.04
O: -9.02 7.59 13.06  -0.21
H: -11.11 6.44 14.36  0.15
H: -10.73 5.36 13.07  0.39
H: -12.09 6.37 12.89  0.46
H: -10.84 8.52 12.79  -0.06
H: -10.42 7.49 11.51  0.49
H: -8.51 7.15 12.38  0.16

Entry 2:
Computed, not measured: a cluster of 2 separate species, C5H14 in total, with ωB97M-V/def2-TZVPD.

Summary:
total charge: +1
spin multiplicity: 2
orbital gap (spin up / spin down): 12.775 / 5.208 eV
lowest unoccupied orbital energy (spin up / spin down): -0.1121 / -0.3828 Eh
electronic energy: -198.483027 hartree

Last column: Mulliken charge in e.
Cartesian coordinates (Å):
C: 1.30 -1.13 1.61  -0.03
C: -0.06 -1.33 2.26  -1.03
H: 2.07 -0.67 2.23  0.33
H: 1.68 -2.08 1.22  0.28
H: 1.21 -0.45 0.73  -0.34
H: -0.46 -0.41 2.68  0.34
H: 0.00 -2.13 2.99  0.35
H: -0.79 -1.71 1.53  0.35
C: -0.19 0.51 -1.37  0.14
C: 0.03 1.55 -2.40  -1.06
C: -1.21 0.66 -0.34  -0.62
H: -0.24 -0.51 -1.83  0.37
H: 0.87 0.32 -0.89  0.17
H: -0.48 1.22 -3.35  0.35
H: -2.21 0.48 -0.79  0.37
H: -1.03 -0.07 0.44  -0.05
H: 1.07 1.56 -2.76  0.40
H: -0.27 2.55 -2.12  0.35
H: -1.29 1.64 0.15  0.35

Entry 3:
Computed, not measured: the ion CHN6 with charge -1, with ωB97M-V/def2-TZVPD.

Summary:
total charge: -1
orbital gap: 9.644 eV
lowest unoccupied orbital energy: 0.1706 Eh
electronic energy: -367.191541 hartree

Last column: Mulliken charge in e.
Cartesian coordinates (Å):
C: 0.30 0.22 0.06  0.55
N: 1.28 1.10 -0.08  -0.37
N: 0.69 -1.05 0.07  -0.26
N: 2.35 0.32 -0.15  -0.34
N: 2.01 -0.94 -0.06  -0.38
N: -2.13 -0.32 0.00  -0.37
N: -1.40 0.66 0.12  -0.06
H: -3.11 0.01 0.04  0.22

Entry 4:
Computed, not measured: a cluster of 8 separate species, C28H42NO24 in total, with ωB97M-V/def2-TZVPD.

Summary:
total charge: -1
orbital gap: 8.262 eV
lowest unoccupied orbital energy: 0.0540 Eh
electronic energy: -2952.169026 hartree

Last column: Mulliken charge in e.
Cartesian coordinates (Å):
N: 0.72 0.79 -0.64  0.58
O: 1.38 0.57 0.36  -0.28
O: 0.52 -0.19 -1.39  -0.67
O: -0.15 1.68 -0.71  -0.61
C: 3.66 -2.00 0.85  -1.05
C: 3.77 -3.07 -0.26  0.93
C: 2.68 -3.02 -1.24  0.62
O: 3.40 -3.36 -2.42  -0.33
C: 4.69 -3.20 -2.24  0.47
O: 5.55 -3.26 -3.02  -0.55
O: 4.97 -2.96 -0.91  -0.42
H: 2.87 -2.11 1.70  0.11
H: 3.71 -1.02 0.39  0.29
H: 4.74 -2.00 1.49  0.26
H: 3.81 -4.01 0.39  0.08
H: 2.32 -2.27 -1.17  -0.38
H: 1.90 -3.77 -0.90  0.08
C: 3.74 0.25 5.77  -1.58
C: 2.41 0.28 5.12  0.49
C: 2.36 -0.20 3.58  -0.23
O: 1.74 -1.48 3.68  -0.24
C: 1.35 -1.68 4.87  0.53
O: 0.86 -2.76 5.30  -0.70
O: 1.49 -0.68 5.75  -0.34
H: 4.16 -0.88 5.79  0.28
H: 3.67 0.72 6.71  0.39
H: 4.48 0.65 5.21  0.47
H: 2.12 1.27 5.15  0.46
H: 3.18 -0.30 3.10  0.52
H: 1.61 0.21 2.84  -0.12
C: -4.17 3.69 2.57  -1.35
C: -4.29 3.63 1.12  0.39
C: -3.26 2.92 0.21  -0.64
O: -4.05 1.92 -0.35  -0.06
C: -5.26 1.95 0.01  0.57
O: -6.21 1.18 -0.34  -0.67
O: -5.52 2.91 0.86  -0.37
H: -4.23 2.75 3.16  0.29
H: -4.68 4.48 3.12  0.40
H: -3.19 4.27 2.84  0.28
H: -4.50 4.65 0.77  0.22
H: -2.52 2.42 0.84  0.17
H: -2.61 3.47 -0.23  0.87
C: -0.34 -2.59 1.33  -1.88
C: -1.80 -2.04 1.71  0.60
C: -2.30 -0.91 0.82  0.24
O: -3.27 -1.59 0.07  -0.33
C: -3.46 -2.78 0.61  0.43
O: -4.30 -3.54 0.22  -0.64
O: -2.64 -3.03 1.55  -0.36
H: -0.39 -3.41 0.62  0.40
H: -0.05 -3.04 2.09  1.13
H: 0.13 -1.87 0.82  0.12
H: -1.63 -1.44 2.59  0.36
H: -1.47 -0.41 0.25  -0.37
H: -2.73 -0.10 1.41  0.18
C: -1.46 -2.85 -2.48  -1.15
C: -0.66 -3.42 -3.67  0.45
C: -1.36 -4.46 -4.49  -0.43
O: -1.40 -3.89 -5.76  -0.33
C: -0.79 -2.80 -5.74  0.58
O: -0.50 -2.12 -6.75  -0.69
O: -0.35 -2.52 -4.59  -0.19
H: -1.12 -2.38 -1.85  -0.22
H: -1.68 -3.65 -1.87  0.78
H: -2.47 -2.39 -2.66  0.52
H: 0.20 -3.66 -3.18  0.00
H: -2.27 -4.50 -4.19  0.47
H: -0.67 -5.28 -4.33  0.31
C: 2.58 4.70 3.17  -1.83
C: 2.42 3.47 2.34  0.64
C: 2.43 3.71 0.68  0.17
O: 3.47 2.95 0.26  -0.27
C: 4.00 2.25 1.26  0.57
O: 4.99 1.40 1.24  -0.63
O: 3.41 2.52 2.53  -0.27
H: 2.30 4.40 4.06  0.52
H: 2.10 5.65 2.98  0.37
H: 3.74 4.96 3.22  0.29
H: 1.49 3.07 2.61  0.25
H: 2.26 4.72 0.33  0.38
H: 1.35 3.41 0.51  -0.16
C: -3.06 0.41 -3.63  -0.52
C: -2.19 1.61 -3.71  1.12
C: -0.95 1.60 -4.58  0.10
O: -0.99 2.62 -5.46  -0.33
C: -2.16 3.27 -5.16  0.46
O: -2.42 4.23 -5.91  -0.65
O: -2.94 2.69 -4.32  -0.39
H: -4.00 0.63 -3.17  0.39
H: -2.42 -0.37 -3.03  -0.37
H: -3.16 -0.19 -4.77  0.25
H: -2.11 2.13 -2.71  -0.31
H: -0.59 0.63 -5.15  0.09
H: 0.02 1.73 -3.91  0.04

Entry 5:
Computed, not measured: the molecule C4H9N, with ωB97M-V/def2-TZVPD.

Summary:
total charge: 0
orbital gap: 9.712 eV
lowest unoccupied orbital energy: 0.0456 Eh
electronic energy: -212.480711 hartree

Last column: Mulliken charge in e.
Cartesian coordinates (Å):
C: -1.70 0.57 -0.42  -1.24
C: -0.51 0.10 0.44  0.29
C: 0.20 -1.21 -0.05  -0.58
C: 0.77 0.89 0.17  -0.50
H: -1.37 1.11 -1.41  0.27
H: -2.40 -0.39 -0.62  0.30
H: -2.18 1.35 0.21  0.34
H: -0.74 0.07 1.59  0.27
H: 0.10 -2.18 0.40  0.32
H: -0.21 -1.43 -1.02  0.26
H: 2.29 -0.64 -0.53  0.21
H: 0.72 1.44 -0.76  0.23
H: 1.19 1.71 0.89  0.22
N: 1.42 -0.44 0.06  -0.40